1.
8
Properties=species:S:1:pos:R:3 method="wB97M-V/def2-TZVPD" total_energy_ev=-14000.3891 largest_force_ev_per_a=5.82 lumo_ev=4.2 homo_ev=-2.416 total_charge=-1 gap_ev=6.6231
C -1.2349 0.2907 -0.0519
S -0.9127 -1.6115 0.9624
H -0.9472 -0.1290 -1.0804
H -2.1566 0.5981 0.3081
H -0.3684 0.8095 0.2633
H 1.2588 -0.3717 -0.0998
H 2.4965 0.1642 0.1715
O 1.8644 0.2498 -0.4733

***

2.
8
Properties=species:S:1:pos:R:3 method="wB97M-V/def2-TZVPD" total_energy_ev=-14001.6035 largest_force_ev_per_a=1.48 lumo_ev=4.5 homo_ev=-2.464 total_charge=-1 gap_ev=6.9366
O -1.5364 1.2675 2.1772
H -1.3199 0.6273 1.4765
C 0.7686 -0.8564 -1.2050
S 0.0245 0.7808 -0.6581
H 1.6912 -0.6039 -1.7119
H 0.9754 -1.5343 -0.3801
H 0.0224 -1.3267 -1.8458
H -0.6258 1.6457 2.1471

***

3.
7
Properties=species:S:1:pos:R:3 method="wB97M-V/def2-TZVPD" total_energy_ev=-10402.8980 largest_force_ev_per_a=2.17 lumo_ev="-1.0 / 0.1" homo_ev="-8.958 / -8.782" gap_ev="7.9998 / 8.8462"
C -0.0693 1.2754 0.1474
P -0.3860 -1.7265 -0.9619
H 0.1126 1.8144 -0.8360
H 0.8053 0.6728 0.3672
H -0.9048 1.3677 0.8332
H 0.9952 -1.3071 -1.0804
H -0.6891 -1.6481 -2.2813

***

4.
7
Properties=species:S:1:pos:R:3 method="wB97M-V/def2-TZVPD" total_energy_ev=-10405.5555 largest_force_ev_per_a=2.92 smiles=CP lumo_ev=1.1 homo_ev=-9.270 gap_ev=10.3216
C -0.7292 -0.0529 -0.2477
P 1.0984 0.3394 -0.2610
H -1.4705 0.1973 0.6726
H -0.7378 -1.2003 -0.2888
H -1.2195 0.4733 -1.2007
H 1.6160 -0.8462 0.3581
H 1.4425 1.0894 0.9674

***

5.
7
Properties=species:S:1:pos:R:3 method="wB97M-V/def2-TZVPD" total_energy_ev=-10405.3949 largest_force_ev_per_a=4.78 smiles=CP lumo_ev=0.9 homo_ev=-9.429 gap_ev=10.3432
C 0.7079 -0.3859 0.0599
P -1.3068 -0.1158 0.0484
H 1.0741 -1.1100 0.8131
H 1.0417 0.6840 0.1645
H 0.9853 -0.8182 -1.0086
H -1.0499 0.9486 -1.0617
H -1.4524 0.7973 0.9842

***

6.
9
Properties=species:S:1:pos:R:3 method="wB97M-V/def2-TZVPD" total_energy_ev=-28983.3160 largest_force_ev_per_a=6.41 smiles=CP1[PH]#[PH]1 lumo_ev=1.0 homo_ev=-8.875 gap_ev=9.9181
C -0.5021 -0.7037 -1.2380
P 1.5875 0.3816 1.3998
P -0.4042 1.3179 1.3267
P -0.1364 -0.7400 0.6008
H -1.3111 -1.2865 -1.3223
H 0.3504 -1.0902 -1.9384
H -0.6222 0.3465 -1.6344
H 1.9454 0.9755 0.2520
H -0.9072 0.7988 2.5537

***

7.
9
Properties=species:S:1:pos:R:3 method="wB97M-V/def2-TZVPD" total_energy_ev=-28982.1947 largest_force_ev_per_a=4.80 lumo_ev=0.4 homo_ev=-8.267 gap_ev=8.6235
C -1.3814 -0.5338 0.4102
P 2.1660 -0.7557 -0.5455
P 2.0210 1.3071 0.1745
P 0.8563 -0.3254 1.0721
H -1.3179 -0.0537 -0.4980
H -1.7125 0.0231 1.2386
H -1.5052 -1.6708 0.3560
H 1.1257 -0.8375 -1.4363
H 3.0727 1.0345 1.0840

***

8.
8
Properties=species:S:1:pos:R:3 method="wB97M-V/def2-TZVPD" total_energy_ev=-21241.1687 largest_force_ev_per_a=3.06 smiles=CSP lumo_ev=0.8 homo_ev=-8.801 gap_ev=9.6285
C -0.0729 -0.9445 0.9374
P -0.0806 1.2536 -1.1941
S 1.1253 -0.0245 -0.0321
H 0.1735 -2.0296 0.8487
H -1.0517 -0.5050 0.3887
H -0.1612 -0.6904 2.0461
H 0.1911 2.3781 -0.4891
H 0.9422 1.4576 -2.2447

***

9.
8
Properties=species:S:1:pos:R:3 method="wB97M-V/def2-TZVPD" total_energy_ev=-21240.6606 largest_force_ev_per_a=4.72 lumo_ev=0.3 homo_ev=-8.995 gap_ev=9.3346
C -0.7385 -0.5560 -0.3030
P 0.7128 0.4028 0.2937
S 2.3690 0.0574 -0.5231
H -0.4447 -1.5239 0.0138
H -1.6687 -0.2721 0.1460
H -0.9123 -0.5608 -1.4085
H 0.3797 0.2084 1.6609
H 0.3026 2.2442 0.1203

***

10.
9
Properties=species:S:1:pos:R:3 method="wB97M-V/def2-TZVPD" total_energy_ev=-32077.4376 largest_force_ev_per_a=3.59 smiles="C[P@@H](=S)S" lumo_ev=0.5 homo_ev=-8.875 gap_ev=9.4048
C -0.9213 0.6633 0.2743
P 0.4841 -0.0594 -0.5780
S 2.0967 0.7578 0.0927
S 0.4497 -2.0616 -0.0011
H -0.6375 1.1198 1.3012
H -1.3991 1.5082 -0.3194
H -1.8020 -0.1160 0.5076
H 0.1372 0.0597 -2.0501
H 1.5921 -1.8719 0.7728

***

11.
8
Properties=species:S:1:pos:R:3 method="wB97M-V/def2-TZVPD" total_energy_ev=-22789.2764 largest_force_ev_per_a=0.80 lumo_ev=3.7 homo_ev=-2.604 total_charge=-1 gap_ev=6.3420
S -2.6112 1.3738 0.2077
H -1.9408 0.1318 0.0969
C 1.3324 -0.6581 -0.1998
S -0.3231 -1.3881 0.0815
H 1.4527 0.2878 0.3301
H 2.1061 -1.3673 0.1157
H 1.5680 -0.4882 -1.2554
H -1.5842 2.1082 0.6234

***

12.
8
Properties=species:S:1:pos:R:3 method="wB97M-V/def2-TZVPD" total_energy_ev=-22789.2213 largest_force_ev_per_a=1.32 lumo_ev=3.9 homo_ev=-3.020 total_charge=-1 gap_ev=6.9272
S -1.6636 2.2058 0.6992
H -0.5917 2.9819 0.4499
C 0.6205 -1.3046 -0.5048
S 0.3067 -0.4302 1.1453
H -0.3272 -1.8011 -0.8611
H 0.9267 -0.5095 -1.1867
H 1.4263 -2.0823 -0.3410
H -0.6977 0.9400 0.5991

***

13.
9
Properties=species:S:1:pos:R:3 method="wB97M-V/def2-TZVPD" total_energy_ev=-33624.8040 largest_force_ev_per_a=0.33 lumo_ev=3.5 homo_ev=-3.126 total_charge=-1 gap_ev=6.5970
C 1.2831 1.4735 -0.1026
S 1.2846 0.3362 1.3199
S -0.4543 -1.1390 0.1426
H 1.5688 0.9393 -1.0122
H 2.0011 2.2768 0.0669
H 0.2951 1.9098 -0.2635
H -1.2257 -0.6787 1.1214
S -2.2790 -1.9694 -0.9456
H -2.4737 -3.1485 -0.3269

***

14.
9
Properties=species:S:1:pos:R:3 method="wB97M-V/def2-TZVPD" total_energy_ev=-3296.6562 largest_force_ev_per_a=4.07 lumo_ev="-0.7 / 0.0" homo_ev="-9.197 / -9.810" gap_ev="8.5307 / 9.7778"
B -0.5887 1.4408 -0.4134
C 0.4423 -1.3977 0.9702
N -0.1271 0.2645 -0.8212
H -0.5555 2.2003 -1.2167
H -0.9808 1.7147 0.5900
H 0.0251 -2.2032 0.2963
H 1.4433 -1.1571 0.6824
H -0.2243 -0.7149 1.3565
H 0.5657 -0.1473 -1.4441

***

15.
12
Properties=species:S:1:pos:R:3 method="wB97M-V/def2-TZVPD" total_energy_ev=-19607.5096 largest_force_ev_per_a=3.90 lumo_ev=-4.0 homo_ev=-14.447 total_charge=+1 gap_ev=10.4789
C -0.6918 -0.6843 -0.6088
N -1.9243 -0.3891 -0.6299
N -0.4685 0.7505 1.3425
N 0.1052 -0.0515 0.2988
N 1.4499 0.3731 -0.0893
Cl 0.3100 -1.5706 -1.6829
H -2.4144 -0.9479 -1.3917
H -1.3697 0.9001 1.0075
H -0.2824 0.2650 2.2265
H 2.1125 -0.2309 0.4671
H 1.4621 0.2294 -1.0705
H 1.7114 1.3564 0.1307

***

16.
11
Properties=species:S:1:pos:R:3 method="wB97M-V/def2-TZVPD" total_energy_ev=-8319.3329 largest_force_ev_per_a=2.55 smiles=NNNCF lumo_ev=1.2 homo_ev=-9.163 gap_ev=10.3311
C 0.6120 1.0381 -0.9267
N -1.3446 -0.9165 0.7937
N 0.7582 -0.3002 -0.3663
N 0.0190 -0.4136 0.8051
F 1.7834 1.4780 -1.4950
H 0.3957 1.7899 -0.2408
H -0.2103 1.0857 -1.5926
H -1.7433 -0.0815 1.1356
H -1.5851 -1.7435 1.3282
H 0.6707 -1.1158 -0.8962
H 0.6443 -0.8206 1.4551

***

17.
11
Properties=species:S:1:pos:R:3 method="wB97M-V/def2-TZVPD" total_energy_ev=-28892.3079 largest_force_ev_per_a=6.20 smiles="FP=C([SiH3])[SiH3]" lumo_ev="-1.3 / -1.2" homo_ev="-8.826 / -9.025" gap_ev="7.5175 / 7.8269"
C 0.0076 -0.1077 -0.2566
F 2.6834 0.4556 -1.1823
Si -1.7243 -0.3248 -0.8466
Si 0.9759 0.1895 1.4235
P 1.3936 -0.3197 -1.7922
H -2.0730 0.1497 -2.2050
H -2.5182 -1.5803 -0.7397
H -2.2383 0.5700 0.2799
H 0.0610 1.2156 1.9203
H 2.4231 0.6531 0.9845
H 1.0093 -0.9010 2.4141

***

18.
12
Properties=species:S:1:pos:R:3 method="wB97M-V/def2-TZVPD" total_energy_ev=-15182.4801 largest_force_ev_per_a=6.00 lumo_ev="-5.0 / -5.0" homo_ev="-13.095 / -13.095" total_charge=+1 gap_ev="8.1047 / 8.1052"
C 0.4103 0.3185 0.7729
N -1.8644 0.8991 -0.8422
N 1.1121 1.2755 1.1261
N -1.5685 -1.3801 -0.2903
N -1.6170 -0.1812 -0.6137
I 1.1456 -1.5570 1.4919
H 0.8139 2.2308 0.9474
H 1.8874 1.2942 1.8995
H -0.5117 -1.8313 -0.0995
H -2.2517 -2.0992 -0.6835
H 1.3132 0.7345 -2.1846
H 1.1306 0.2963 -1.5238

***

19.
11
Properties=species:S:1:pos:R:3 method="wB97M-V/def2-TZVPD" total_energy_ev=-8210.0529 largest_force_ev_per_a=2.12 lumo_ev=0.6 homo_ev=-10.560 gap_ev=11.1882
N 1.0776 -0.6072 0.1498
C -0.4132 -0.3946 -1.0394
O -1.2967 -1.0129 -0.5484
O -0.0324 0.4367 -1.7977
H 0.8569 -1.5327 0.5028
H 1.9201 -0.6797 -0.4085
N 0.2101 1.2992 2.2333
H 1.2164 0.0607 0.9092
H -0.6362 0.7770 2.0381
H 0.0691 1.6645 3.1682
H 0.3193 2.0846 1.6063

***

20.
11
Properties=species:S:1:pos:R:3 method="wB97M-V/def2-TZVPD" total_energy_ev=-8210.3097 largest_force_ev_per_a=3.62 smiles="NC(=O)O.N" lumo_ev=0.4 homo_ev=-10.107 gap_ev=10.5264
N -0.4253 -1.2050 -1.5336
H -0.6439 -2.2420 -1.3186
H 0.4982 -1.1317 -1.8506
H -0.9806 -1.1372 -2.3842
N -0.2414 0.2488 1.4978
C 0.6317 1.2902 1.1462
O 0.5292 1.6558 -0.1536
O 1.3825 1.8475 1.9335
H -0.1105 -0.0270 2.4586
H -0.4662 -0.4544 0.8071
H -0.1738 1.1549 -0.6025

***

Relative energy (zero: lowest compared OMol25 entry of this formula, charge and spin) (computed, kcal per mole): 32.67 4.66 71.52 10.24 13.94 8.21 34.07 15.04 26.76 14.27 7.67 8.94 11.53 122.06 21.60 74.69 33.15 104.26 18.97 13.04